A structure of composition C27H55B2Cl4F2I2LiN7NaO12P, computed with ωB97M-V/def2-TZVPD.

Max |F| in eV Å⁻¹: 2.900
Charge: -1
Calculated total energy in Eh: -5544.3245
LUMO in eV: -2.054
E_HOMO in Eh: -0.131
Kohn-Sham gap in eV: 1.52

Geometry (Å):
I1 0.7454 -0.1189 4.3170
I2 -1.0529 -0.8740 1.7258
Cl1 -0.0015 8.7702 1.0712
Cl2 -2.5614 7.3762 0.8347
Cl3 -5.0354 -2.7225 -0.5073
Cl4 -3.1598 -1.6469 -2.5028
P1 -1.9172 2.3330 -0.6937
Na1 -4.1579 4.8770 -0.4222
F1 -2.7966 -1.0500 -6.6537
F2 2.6971 -1.3925 -4.6962
O1 -9.7818 -3.4393 7.9499
O2 2.5201 -1.3953 1.1622
O3 -7.8368 -5.2977 4.5489
O4 0.9720 3.2522 -1.1970
O5 4.7460 -2.5362 -2.2679
O6 -7.4656 -3.4076 5.5305
O7 3.2407 2.8681 -2.9876
O8 5.0506 2.3651 -6.5653
O9 3.5644 -2.2033 3.5135
O10 -11.0612 -4.8801 6.9600
O11 -10.3688 -3.1300 5.8893
O12 -0.8923 1.3119 -5.1039
N1 -0.2601 1.2358 -2.4010
N2 1.6210 -2.2998 -2.0130
N3 1.9745 0.5396 -1.9620
N4 -7.2094 -4.2777 4.7365
N5 -10.4041 -3.8181 6.9317
N6 0.9659 0.0904 -4.0067
N7 -0.4545 -0.9729 -5.8082
C1 -4.8461 -1.7447 -1.9698
C2 3.2750 -3.1978 2.5547
C3 0.6745 0.9793 -0.0634
C4 3.7752 1.6106 -3.3880
C5 0.8723 -1.4886 -1.0556
C6 1.2243 1.0311 2.5427
C7 0.9196 0.6318 -2.8628
C8 -0.9671 7.4248 1.6396
C9 -3.7805 -3.6170 2.3402
C10 -3.4971 1.4737 -0.4531
C11 1.2152 2.5001 3.0217
C12 2.8225 -0.5550 0.0769
C13 -5.2590 -2.9241 4.1069
C14 -1.7612 3.7540 0.4481
C15 -4.5342 -4.7691 2.1542
C16 1.5836 -0.1503 -0.7193
C17 5.1412 -0.6082 4.3361
C18 -0.5722 1.1100 -0.9736
C19 3.8526 2.6602 -7.0889
C20 2.9270 2.8080 0.1912
C21 -6.0004 -4.0675 3.9002
C22 3.2431 -2.6094 1.1498
C23 -5.6559 -4.9986 2.9409
C24 0.1959 0.8262 1.3926
C25 4.9431 -1.9624 3.6755
C26 3.3627 0.5116 -2.4202
C27 -4.1440 -2.7021 3.3184
B1 -0.1679 0.1414 -5.0139
B2 1.5053 2.3248 -0.3235
Li1 5.0491 2.5993 -0.8218
H1 4.0563 0.6539 -1.5809
H2 3.4919 -1.0923 -0.5913
H3 4.2786 -2.4613 0.8361
H4 -3.5538 -1.8064 3.4678
H5 1.0059 4.1432 -0.8375
H6 1.2614 -2.2318 -2.9523
H7 4.7718 -3.2479 -1.6203
H8 -0.4510 6.4983 1.4199
H9 5.2483 -0.7173 5.4096
H10 -1.3278 4.5960 -0.0845
H11 -0.5307 1.6120 1.5675
H12 5.4920 -1.9998 2.7312
H13 3.4728 2.2057 0.9158
H14 6.0157 -0.1017 3.9399
H15 0.3309 -1.6272 -5.7851
H16 -0.3394 2.1877 -2.7266
H17 3.6054 1.3774 -4.4360
H18 -2.9108 -3.4323 1.7216
H19 0.8090 2.6188 4.0152
H20 -1.1390 7.5282 2.7035
H21 3.0187 1.9434 -6.8409
H22 2.7422 -3.3195 0.4880
H23 -6.2556 -5.8864 2.8083
H24 -3.6561 1.0237 0.5266
H25 4.2728 0.0230 4.1636
H26 -4.2537 -5.4859 1.3945
H27 -5.1906 -0.7408 -1.7511
H28 5.1505 -2.9128 -3.0574
H29 5.3587 -2.7410 4.3197
H30 0.7196 3.1485 2.2984
H31 3.4100 0.2764 0.4660
H32 1.9127 -0.5477 -4.2077
H33 3.8080 2.7133 -8.2037
H34 -3.5525 0.6783 -1.1892
H35 3.4048 3.6538 -6.7686
H36 -2.7776 4.0415 0.6962
H37 0.7427 -2.1080 -0.1793
H38 2.8848 3.8180 0.5991
H39 2.3440 -3.6905 2.8070
H40 -1.2430 -1.5211 -5.4689
H41 2.6112 -2.1199 -1.9950
H42 4.1095 -3.9025 2.5616
H43 3.4869 2.8944 -0.7356
H44 -1.1331 0.1860 -0.8270
H45 2.2385 0.7319 2.3309
H46 -5.4357 -2.1806 -2.7665
H47 2.2432 2.8562 3.0779
H48 4.8606 1.6828 -3.2904
H49 -1.8155 1.1075 -4.9084
H50 -0.1319 -1.3808 -1.4574
H51 2.9176 3.3229 -3.7723
H52 -4.3373 2.1423 -0.6412
H53 3.6710 -0.4285 -2.8803
H54 -1.2355 3.6888 1.4029
H55 -5.5545 -2.2186 4.8684

***

A structure of composition C27H55BrCl36O4S, computed with ωB97M-V/def2-TZVPD.

Max |F| in eV Å⁻¹: 1.692
Calculated total energy in Eh: -20901.6256
LUMO in eV: -0.027
E_HOMO in Eh: -0.367
Kohn-Sham gap in eV: 9.96

Geometry (Å):
Br1 2.6340 1.1240 4.4496
Cl1 4.4936 4.1719 -3.8926
Cl2 -4.9135 -2.1193 -4.1271
Cl3 -9.1854 -1.0032 -6.4189
Cl4 2.7805 -4.7998 -1.1987
Cl5 -10.7702 0.9377 1.9334
Cl6 -12.1108 -1.6171 1.4148
Cl7 -2.6789 1.4125 -5.0170
Cl8 5.5858 7.7881 -5.8322
Cl9 -2.5832 -3.7137 -4.8626
Cl10 -3.6015 -3.9326 6.9659
Cl11 -0.3758 -8.0778 -6.1875
Cl12 3.8394 6.9603 -1.3722
Cl13 3.8345 1.4123 -4.6353
Cl14 -4.6239 0.9656 -7.1611
Cl15 -3.8250 -4.3744 4.0772
Cl16 2.0158 -0.8162 10.1095
Cl17 -7.3695 -2.4074 2.6047
Cl18 7.4687 6.1336 -7.3541
Cl19 2.1668 8.3913 4.9114
Cl20 -8.0813 -2.0441 -3.9160
Cl21 -2.8689 -7.2443 -4.8909
Cl22 -0.2256 -1.9474 4.2804
Cl23 2.3082 8.3226 1.9847
Cl24 2.2059 -0.4755 13.0161
Cl25 -7.2814 -4.2394 -6.9666
Cl26 -1.3824 -1.2833 -6.7147
Cl27 -0.5337 2.8087 6.1854
Cl28 2.0542 -2.1054 -3.3350
Cl29 -1.0113 -3.4668 -8.6335
Cl30 4.2922 4.8651 0.5364
Cl31 -8.7172 -4.9496 2.0595
Cl32 -0.3009 -0.3935 -2.9596
Cl33 0.0779 -5.9179 -1.3009
Cl34 -2.3753 -0.0231 4.7717
Cl35 -0.5047 1.0858 8.5457
Cl36 -6.6347 -6.7417 -5.5720
S1 2.7894 2.6423 1.0418
O1 3.9433 2.3099 2.1620
O2 3.2314 1.5727 -0.1797
O3 1.5689 2.1067 1.5571
O4 4.4362 0.8406 0.1590
C1 -10.5984 -0.7093 1.3089
C2 -1.0818 -1.7162 -8.4026
C3 6.1295 -1.1914 1.4895
C4 4.3867 2.4897 -3.3465
C5 3.1466 3.0012 4.4261
C6 4.9703 6.3571 -0.1705
C7 6.6921 6.4094 -5.7908
C8 -3.9100 -3.1910 5.3918
C9 1.9068 0.3141 11.4636
C10 2.4589 -1.2886 0.5771
C11 -0.6201 -0.2910 4.7525
C12 -7.1994 -4.0522 1.9704
C13 -8.3360 -0.6128 -4.9207
C14 1.7427 -6.0505 -1.8853
C15 1.6153 9.1244 3.4001
C16 4.0581 3.3116 3.2214
C17 -1.1147 -7.0627 -4.9385
C18 4.8310 -1.9918 1.3561
C19 4.4149 -0.3565 -0.6113
C20 1.4654 -0.4626 -3.0432
C21 -3.1505 -2.1644 -4.2232
C22 -3.8215 2.1636 -6.1363
C23 1.9131 3.8988 4.4250
C24 -1.4777 2.1586 7.5310
C25 4.1441 -1.9563 2.7257
C26 3.9097 -1.5576 0.1681
C27 -6.1166 -5.0905 -5.9421
H1 1.8675 -0.1037 -2.1022
H2 -3.1628 -2.4283 5.2138
H3 1.7452 -5.9434 -2.9641
H4 -1.8379 2.9829 8.1339
H5 6.1251 5.5263 -5.5252
H6 -0.1740 0.3923 4.0407
H7 -0.7111 -7.3468 -3.9764
H8 3.8748 -2.3896 -0.5343
H9 -6.4504 -4.5675 2.5595
H10 4.9239 -2.0724 3.4741
H11 -6.8922 -3.9894 0.9339
H12 -1.8887 -1.3179 -9.0057
H13 3.4186 -2.7522 2.8394
H14 1.9171 10.1642 3.3890
H15 0.5370 9.0401 3.3477
H16 2.6477 1.0912 11.3231
H17 0.9102 0.7384 11.4778
H18 -4.5761 2.6839 -5.5596
H19 5.1119 7.1008 0.6057
H20 2.3882 -0.5557 1.3704
H21 -4.9027 -2.7568 5.4013
H22 1.7991 0.1524 -3.8705
H23 3.7051 -0.9856 2.9199
H24 2.1287 -7.0217 -1.6012
H25 3.8263 4.2872 2.7983
H26 7.4607 6.6065 -5.0537
H27 3.6704 3.1640 5.3579
H28 5.9164 6.1296 -0.6476
H29 5.3905 -0.5309 -1.0535
H30 -0.1344 -1.2876 -8.7050
H31 -5.1661 -5.1344 -6.4601
H32 5.3718 2.1736 -3.0261
H33 6.8116 -1.7735 2.1040
H34 -2.7394 -2.0261 -3.2313
H35 -10.3010 -0.6541 0.2691
H36 3.6861 2.4329 -2.5211
H37 1.0832 3.4736 3.8744
H38 1.9794 -2.2019 0.9082
H39 1.8899 -0.8766 -0.2514
H40 -0.8800 -6.0257 -5.1516
H41 2.1870 4.8573 3.9926
H42 -2.8253 -1.3745 -4.8820
H43 -7.3691 -0.1898 -5.1707
H44 -2.3081 1.5913 7.1276
H45 3.7468 -0.2065 -1.4585
H46 5.1029 -3.0333 1.1998
H47 6.6331 -0.9827 0.5536
H48 1.5793 4.1157 5.4307
H49 -6.0129 -4.5444 -5.0133
H50 5.9565 -0.2748 2.0467
H51 -9.8463 -1.2218 1.8945
H52 5.0956 3.3761 3.5242
H53 -8.9285 0.0991 -4.3596
H54 -0.2299 -0.1081 5.7465
H55 -3.2806 2.8573 -6.7678

***

A structure of composition C27H55BrFO18PS7, computed with ωB97M-V/def2-TZVPD.

Max |F| in eV Å⁻¹: 7.695
Energy above the lowest of the compared OMol25 structures with the same formula, charge and spin in kJ/mol: 395.4
Calculated total energy in Eh: -8218.5410
LUMO in eV: -0.468
E_HOMO in Eh: -0.357
Kohn-Sham gap in eV: 9.25

Geometry (Å):
Br1 2.9724 -0.7184 -0.4002
S1 -6.6475 -2.4450 2.1343
S2 6.9142 6.4903 0.2806
S3 -6.2725 -3.7153 -2.2040
S4 5.3761 1.0816 4.1426
S5 -1.4256 -1.2372 2.3891
S6 2.6839 4.0094 -1.2687
S7 -2.6540 -3.5528 -6.3839
P1 4.8522 2.4122 -0.4181
F1 2.3481 4.5954 0.2641
O1 -3.6010 -4.2921 -5.5810
O2 -5.8901 -1.5880 3.0193
O3 3.4922 4.9746 -2.0688
O4 -6.1565 -5.1517 -2.1098
O5 3.3324 2.4754 -1.2145
O6 5.1037 3.7317 0.6363
O7 -2.0351 -0.0557 1.8216
O8 5.7648 5.6278 0.1235
O9 -7.4527 -3.0062 -1.7527
O10 1.3439 3.8616 -1.9383
O11 4.7173 -0.1077 3.6599
O12 8.2175 5.9778 0.6395
O13 4.8490 2.4090 3.9132
O14 -0.0093 -1.3109 2.6714
O15 5.9148 2.4902 -1.5214
O16 -2.0346 -2.3331 -5.9208
O17 -6.0351 -3.5406 1.4140
O18 5.1366 1.0116 0.4794
C1 -3.3726 -3.2493 -7.9888
C2 -2.3277 -1.7212 3.8576
C3 -4.6066 -2.3961 -3.8031
C4 7.0721 7.4966 -1.1847
C5 6.4783 7.8258 1.3912
C6 -2.2459 -3.5512 -8.9685
C7 -1.3722 -4.6669 -6.9480
C8 -8.0684 -3.0604 3.0214
C9 -3.0516 -3.0220 3.5046
C10 3.9378 0.3838 0.9894
C11 -7.5596 -1.4173 0.9890
C12 -1.8810 -2.6528 1.4031
C13 -5.8924 -3.2204 -3.8811
C14 -9.1441 -2.0086 2.7845
C15 6.5251 9.1081 0.5571
C16 -9.0402 -1.6346 1.3043
C17 6.2184 8.7239 -0.8924
C18 7.2155 0.7477 6.0326
C19 7.0808 1.0528 3.6200
C20 -1.5815 -4.8312 -8.4551
C21 -3.8207 -2.8859 -2.5864
C22 -4.8318 -2.9796 -1.4507
C23 -2.2290 -3.7274 2.4244
C24 1.6849 0.5305 2.3646
C25 7.8591 1.4865 4.8554
C26 2.9627 1.3565 1.7980
C27 5.6984 0.8950 5.8924
H1 -1.3139 -4.1367 2.8646
H2 -2.6212 -3.6696 -9.9865
H3 2.0904 -0.3254 2.9808
H4 6.4395 9.5395 -1.5833
H5 7.3266 0.0263 3.3405
H6 -5.1127 -1.9871 -1.0915
H7 2.5287 2.2066 1.1867
H8 7.4883 -0.3113 5.9909
H9 4.2963 -0.3921 1.7373
H10 3.5277 1.7224 2.7541
H11 -2.9989 -2.2121 -2.3365
H12 5.1712 0.0168 6.2650
H13 5.8197 9.8504 0.9364
H14 -4.4915 -3.5965 -0.6205
H15 -7.2624 -0.3806 1.1566
H16 -3.7300 -2.2217 -8.0473
H17 7.1898 7.8557 2.2166
H18 1.0322 0.2056 1.5013
H19 8.1249 7.7661 -1.2925
H20 -4.0226 -2.4869 -4.7240
H21 8.9208 1.2530 4.7619
H22 -1.4633 -5.6175 -6.4224
H23 7.5258 9.5479 0.6133
H24 -9.4300 -2.4543 0.6929
H25 -0.6363 -5.0281 -8.9645
H26 -4.0455 -2.7936 3.1131
H27 -6.7217 -2.6367 -4.2817
H28 -2.7547 -2.3772 0.8086
H29 5.4746 7.6330 1.7727
H30 -3.0283 -0.9308 4.1278
H31 -0.4068 -4.2102 -6.7255
H32 -1.6064 -1.8701 4.6628
H33 -2.7813 -4.5507 1.9672
H34 4.5306 3.5411 1.4228
H35 -4.8552 -1.3371 -3.6739
H36 -7.8209 -3.1927 4.0742
H37 -4.2040 -3.9451 -8.1190
H38 6.7364 6.9369 -2.0571
H39 -9.6272 -0.7443 1.0707
H40 -8.3490 -4.0177 2.5775
H41 -3.1833 -3.6517 4.3873
H42 -1.0547 -2.9318 0.7497
H43 -1.5199 -2.7324 -8.9686
H44 5.3348 1.7897 6.4000
H45 -3.3975 -3.8737 -2.7942
H46 7.5616 1.1371 6.9919
H47 7.2197 1.7175 2.7676
H48 -10.1362 -2.3859 3.0391
H49 -7.3189 -1.7130 -0.0318
H50 -5.7521 -4.1238 -4.4754
H51 -8.9484 -1.1268 3.4028
H52 1.0638 1.1865 3.0611
H53 7.7616 2.5670 4.9996
H54 -2.2402 -5.6844 -8.6447
H55 5.1574 8.4743 -0.9918

***

A cluster of 12 separate species, C27H55N23O13 in total, computed with ωB97M-V/def2-TZVPD.

Max |F| in eV Å⁻¹: 3.184
Calculated total energy in Eh: -3299.7461
LUMO in eV: -0.502
E_HOMO in Eh: -0.327
Kohn-Sham gap in eV: 8.40

Geometry (Å):
O1 0.7109 -7.2779 -4.1296
O2 -6.9854 -3.4062 1.9290
O3 -6.3836 -1.0567 7.2356
O4 5.9741 11.8384 -1.5193
O5 5.5162 -3.5064 1.6495
O6 4.2868 0.9853 -0.9292
O7 -9.8748 -3.3755 -0.5435
O8 -1.3761 0.9366 -0.9043
O9 1.4569 -4.6795 4.0283
O10 2.5002 5.7128 -2.0358
O11 -4.8902 2.3183 -4.9810
O12 -1.2695 -3.7737 -1.9492
O13 7.4640 8.2534 -0.9375
N1 7.3057 -3.7577 0.2782
N2 -7.9333 -4.2423 3.8082
N3 -3.1968 2.1419 -3.4851
N4 -4.5587 0.3469 -3.9106
N5 5.3092 9.6969 -1.8340
N6 2.6580 -5.5629 5.7387
N7 4.2797 5.4736 -3.4165
N8 -6.3937 -2.5536 3.9433
N9 0.7419 -5.0300 -4.3998
N10 2.1387 -6.3694 -5.6366
N11 3.0770 2.0999 -2.4917
N12 3.0910 7.4356 -3.3834
N13 -6.8470 0.7987 6.0183
N14 7.8750 6.2533 0.0426
N15 -8.5178 -1.5771 -0.3010
N16 9.1561 8.0841 0.5546
N17 6.1289 -1.7895 0.3147
N18 -0.5057 -5.8081 1.5414
N19 -10.2779 -1.5174 -1.7754
N20 3.6899 -4.9131 3.7932
N21 3.8910 11.4384 -2.3220
N22 3.1762 2.8707 -0.3401
N23 -5.0803 0.7816 7.4794
C1 0.9052 -0.3736 0.8331
C2 -1.4360 -0.1699 -0.4167
C3 -5.1835 -1.2039 0.3751
C4 6.2694 -3.0471 0.8017
C5 5.1185 11.0413 -1.8674
C6 1.9882 -1.2799 1.2409
C7 3.5623 1.9227 -1.2312
C8 -5.1366 -2.6665 0.0253
C9 3.2413 6.1759 -2.8886
C10 0.9604 -3.2921 0.1227
C11 -4.0081 -0.3290 0.2327
C12 -1.3607 -2.9668 -1.0528
C13 -6.1209 0.0967 6.9324
C14 -0.1789 -0.9669 0.0646
C15 -3.8787 -3.2719 -0.4657
C16 8.1224 7.5747 -0.1638
C17 -7.0969 -3.4007 3.1493
C18 -9.5763 -2.2351 -0.8511
C19 0.9791 -4.8126 -0.2282
C20 -0.1290 -2.4089 -0.2665
C21 1.1652 -6.2920 -4.6835
C22 2.0554 -2.6907 0.8980
C23 -0.2880 -5.6112 0.3000
C24 -2.7845 -0.9460 -0.2502
C25 -4.2573 1.6486 -4.1799
C26 2.5318 -5.0299 4.4910
C27 -2.7364 -2.3801 -0.5823
H1 -7.9728 -2.0701 0.3891
H2 -6.1345 -0.7795 0.7733
H3 3.6883 7.8358 -4.0840
H4 4.6165 9.0278 -2.1164
H5 3.6288 -4.5215 2.8699
H6 9.7096 7.5464 1.1948
H7 -0.9520 -6.0271 -0.5064
H8 -8.0399 -4.2552 4.8056
H9 -5.3362 -0.0545 -4.4040
H10 2.4764 -7.2856 -5.8726
H11 -3.7938 -4.3473 -0.7375
H12 2.9212 -3.3019 1.2534
H13 1.1032 -4.2069 -4.8438
H14 4.5879 -5.1883 4.1436
H15 -4.0193 0.7549 0.4772
H16 3.3378 1.4192 -3.1835
H17 -2.9430 3.0988 -3.6546
H18 -7.6250 0.3271 5.5909
H19 -10.0499 -0.5785 -2.0437
H20 7.1160 5.8430 -0.4728
H21 2.5813 3.6479 -0.5756
H22 8.4027 5.6786 0.6725
H23 -4.8490 1.7282 7.2429
H24 2.4798 2.8634 -2.7573
H25 1.8182 -5.6624 6.2814
H26 0.2472 -5.3452 2.0763
H27 2.5263 -5.5720 -6.1045
H28 6.2081 9.3615 -1.5022
H29 4.4221 4.5376 -3.0746
H30 -4.5198 0.2975 8.1587
H31 7.4373 -4.6943 0.6174
H32 0.9113 0.7075 1.1007
H33 1.0921 -4.9841 -1.3358
H34 6.7292 -1.3879 -0.3808
H35 3.1722 10.8039 -2.6129
H36 4.8999 5.8357 -4.1171
H37 -2.6635 1.6067 -2.8208
H38 9.3666 9.0591 0.4265
H39 0.0231 -4.9326 -3.7005
H40 3.5312 -5.8554 6.1348
H41 1.8853 -5.2602 0.2732
H42 -5.7633 -1.9163 3.4880
H43 -4.0515 -0.2203 -3.2553
H44 -6.0325 -3.3050 0.1663
H45 2.8124 -0.8578 1.8561
H46 -8.4707 -4.8840 3.2507
H47 5.3704 -1.2380 0.6799
H48 2.3327 7.9843 -3.0162
H49 -11.0661 -1.9695 -2.2038
H50 3.5120 2.7797 0.6023
H51 -6.4699 -2.5319 4.9464
H52 7.9329 -3.3992 -0.4170
H53 -8.2578 -0.6389 -0.5415
H54 -6.6476 1.7457 5.7555
H55 3.7141 12.4266 -2.3604